# 1
Density functional theory data (wB97M-V/def2-TZVPD) for 14 unconnected molecules or ions with the total composition H26O17S.

Output
- Net charge: -2
- HOMO: -4.54 eV
- 2S+1: 1
- Kohn-Sham gap: 9.4 eV

Last column: natural (NBO) charge in e.
CARTESIAN COORDINATES (ANGSTROEM)
S 0.00 0.02 0.00  2.659
O -1.22 1.60 3.07  -0.973
O -2.18 3.07 -1.43  -0.960
O -3.61 0.72 1.06  -0.990
O -1.15 0.95 0.00  -1.102
O -0.16 0.67 -3.47  -0.990
O -0.05 -0.76 1.26  -1.125
O 0.47 3.08 1.36  -1.005
O 3.56 -1.19 -0.80  -0.984
O -1.22 -1.94 3.39  -0.984
O 1.70 -2.14 -2.93  -0.982
O 2.47 1.64 -2.35  -0.992
O 1.27 0.77 -0.05  -1.112
O -0.09 -0.92 -1.15  -1.101
O 3.18 0.84 1.82  -1.002
O -2.03 -2.14 -2.76  -0.965
O -2.47 -2.20 0.49  -0.974
O 2.24 -2.12 1.83  -1.012
H 2.47 0.89 1.13  0.507
H -1.83 2.19 -1.18  0.509
H -0.69 0.86 2.74  0.493
H 2.58 -1.24 2.06  0.487
H -0.18 0.11 -2.67  0.482
H -1.68 -2.67 2.98  0.465
H 1.08 -1.94 -2.21  0.497
H -2.80 -1.93 -2.23  0.451
H 1.29 -1.97 1.67  0.505
H -1.31 -1.67 -2.32  0.501
H -4.15 1.44 0.72  0.451
H 2.85 1.42 2.51  0.471
H 3.06 0.93 -2.60  0.470
H 0.58 1.27 -3.30  0.480
H -2.79 0.75 0.51  0.512
H -0.89 -1.42 2.63  0.500
H 2.54 -2.22 -2.46  0.471
H 2.04 1.32 -1.53  0.503
H -3.06 3.11 -1.05  0.437
H -1.61 -1.75 0.42  0.492
H -3.10 -1.57 0.13  0.465
H -0.19 2.63 1.93  0.485
H -2.09 1.44 2.67  0.493
H 3.49 -1.91 -0.16  0.489
H 3.12 -0.46 -0.36  0.491
H 0.56 2.47 0.61  0.487

# 2
Density functional theory data (wB97M-V/def2-TZVPD) for a single C3H4N2O2 molecule at a distorted geometry.

Output
- HOMO: -9.74 eV
- 2S+1: 1
- Kohn-Sham gap: 9.8 eV
- SMILES: N[C@H](C=O)N=C=O

Last column: natural (NBO) charge in e.
CARTESIAN COORDINATES (ANGSTROEM)
O 1.35 1.28 0.41  -0.477
O 2.96 -0.39 -0.64  -0.518
N -1.78 -0.29 -0.14  -0.817
N 0.63 -0.84 -0.67  -0.606
C 1.79 -0.40 -0.54  0.855
C -0.38 -0.22 0.17  -0.021
C 0.16 1.14 0.55  0.430
H -2.00 -0.10 -1.11  0.374
H -0.43 1.96 0.98  0.169
H -2.13 -1.23 0.06  0.377
H -0.13 -0.86 1.01  0.234

# 3
Density functional theory data (wB97M-V/def2-TZVPD) for a single C28H31N5O molecule.

Output
- HOMO: -8.63 eV
- 2S+1: 1
- Kohn-Sham gap: 9.3 eV
- SMILES: Cc1ccc(CNC(=O)[C@H]2CCCN(Cc3cnn(-c4ccccc4)c3-n3cccc3)C2)cc1

Last column: natural (NBO) charge in e.
CARTESIAN COORDINATES (ANGSTROEM)
O -0.77 4.49 0.96  -0.638
N -3.12 0.40 1.94  -0.436
N -1.02 -2.47 -0.67  -0.198
N 0.07 -1.59 1.31  -0.371
N -2.25 -2.61 -1.17  -0.257
N 0.45 2.67 1.45  -0.620
C 1.48 -1.35 3.00  -0.286
C -1.99 2.57 1.72  -0.311
C -2.97 -1.04 2.10  -0.230
C 1.09 -3.12 -3.59  -0.202
C 3.59 -0.21 -3.33  -0.634
C -3.08 -2.19 -0.24  -0.023
C 0.31 -1.93 2.61  -0.070
C 2.22 2.37 -0.18  -0.049
C -4.40 2.28 1.11  -0.402
C -2.40 -1.73 0.90  -0.158
C -1.85 1.05 1.64  -0.224
C 1.23 -3.39 -0.83  -0.244
C -3.12 3.04 0.79  -0.390
C -1.07 -1.93 0.58  0.317
C 1.98 -0.63 1.90  -0.312
C 3.12 0.71 -2.25  -0.008
C 3.96 1.06 -1.20  -0.217
C 1.38 2.03 -1.24  -0.161
C 3.52 1.88 -0.17  -0.203
C 2.30 -3.77 -1.63  -0.190
C 1.83 1.21 -2.25  -0.231
C -4.15 0.78 0.99  -0.222
C 0.02 -2.72 -2.81  -0.232
C 2.24 -3.63 -3.00  -0.226
C 1.09 -0.80 0.87  -0.062
C -0.72 3.34 1.34  0.690
C 0.09 -2.85 -1.43  0.208
C 1.70 3.22 0.95  -0.253
H 3.12 0.04 -4.28  0.215
H 1.04 -3.02 -4.67  0.218
H -2.32 -1.20 2.97  0.209
H 4.67 -0.14 -3.45  0.214
H 0.37 2.42 -1.26  0.210
H -1.48 0.78 0.63  0.169
H -0.88 -2.33 -3.25  0.240
H 3.07 -3.94 -3.62  0.218
H -4.72 2.51 2.13  0.204
H -2.83 2.84 -0.25  0.196
H 3.18 -4.18 -1.16  0.218
H -2.25 2.85 2.74  0.228
H 0.47 1.70 1.72  0.411
H 1.47 4.23 0.61  0.251
H 1.94 -1.44 3.97  0.226
H -5.06 0.23 1.24  0.199
H -3.96 -1.45 2.33  0.213
H -1.14 0.70 2.39  0.201
H 1.16 0.95 -3.07  0.211
H 3.34 -1.24 -3.09  0.229
H -3.87 0.53 -0.05  0.165
H -4.14 -2.22 -0.41  0.212
H -0.36 -2.58 3.15  0.222
H -5.20 2.58 0.42  0.209
H 4.97 0.68 -1.18  0.209
H 2.88 -0.06 1.86  0.232
H 4.18 2.14 0.64  0.209
H 2.43 3.27 1.76  0.197
H 1.28 -3.53 0.23  0.229
H 1.10 -0.41 -0.13  0.242
H -3.26 4.11 0.90  0.237

# 4
Density functional theory data (wB97M-V/def2-TZVPD) for a molecular structure, C24H25ClN5NiS4.

Output
- Net charge: -1
- HOMO (alpha / beta): -1.18 / -3.14 eV
- 2S+1: 3
- Kohn-Sham gap (alpha / beta): 3.5 / 5.4 eV

Last column: natural (NBO) charge in e.
CARTESIAN COORDINATES (ANGSTROEM)
Ni 0.13 -0.23 0.24  0.781
Cl 0.84 -5.14 -2.46  -0.082
S -2.99 -0.17 -3.19  0.396
S -2.00 1.46 3.73  0.328
S -0.12 -0.78 2.78  -0.280
S 1.30 4.06 -0.12  0.388
N 1.34 1.53 -0.40  -0.506
N 0.62 1.23 -2.71  -0.530
N -1.04 -0.09 -1.55  -0.505
N -1.21 1.08 1.29  -0.658
N 1.30 -1.76 -0.39  -0.684
C 1.69 0.69 -3.59  0.161
C 0.86 3.41 -1.64  -0.454
C 1.43 -0.78 -3.92  -0.627
C -1.08 0.57 2.50  -0.097
C 0.80 -2.85 -1.06  -0.100
C 2.67 -1.76 -0.21  -0.034
C -3.20 4.00 0.23  -0.211
C 1.60 -3.81 -1.60  -0.054
C -1.59 0.72 -3.64  -0.474
C -0.65 0.64 -2.66  0.326
C -3.42 3.65 2.61  -0.222
C -3.73 4.37 1.47  -0.253
C 0.94 2.06 -1.61  0.316
C 1.56 2.46 0.48  0.098
C 3.04 0.78 -2.88  -0.627
C 3.00 -3.79 -1.51  -0.424
C -2.36 2.91 0.12  -0.254
C -2.92 -1.39 -0.64  -0.671
C 1.95 2.20 1.89  -0.668
C -2.57 2.56 2.50  -0.249
C 3.51 -2.70 -0.73  -0.288
C 1.73 1.52 -4.87  -0.608
C -2.24 -0.56 -1.68  0.101
C -2.03 2.18 1.26  0.202
H -1.53 1.26 -4.57  0.239
H 2.82 2.80 2.18  0.216
H -3.88 -0.96 -0.36  0.226
H -3.83 3.93 3.57  0.209
H -3.46 4.58 -0.65  0.202
H 3.06 -0.93 0.37  0.180
H 2.16 1.14 2.01  0.266
H 3.82 0.42 -3.55  0.209
H 0.78 1.46 -5.40  0.198
H 3.62 -4.56 -1.93  0.203
H 1.13 2.44 2.57  0.241
H 2.26 -1.17 -4.51  0.211
H 1.36 -1.37 -3.00  0.255
H -3.08 -2.41 -0.99  0.231
H 2.52 1.16 -5.55  0.202
H -1.94 2.62 -0.84  0.220
H 1.94 2.57 -4.64  0.202
H 4.57 -2.61 -0.54  0.195
H -4.39 5.23 1.54  0.202
H 3.28 1.82 -2.61  0.202
H 0.51 -0.91 -4.49  0.203
H -2.27 -1.41 0.24  0.271
H -0.28 -2.91 -1.16  0.186
H 0.56 4.03 -2.47  0.241
H 3.05 0.17 -1.98  0.252